[1]
C7H12N2O2S | ωB97M-V with the def2-TZVPD basis set

Last column: Mulliken charge in e.
Positions of all 24 atoms, in Å:
S -2.9291 -1.9475 1.4476  -0.349
O -1.5146 2.4085 0.2099  -0.705
O 0.8453 2.6490 -0.3089  -0.343
N -2.9560 0.0886 -0.1444  -0.379
N -0.1180 0.6621 0.4141  0.277
C -0.9060 -0.1311 1.3654  -1.040
C -0.3369 2.0024 0.0772  0.513
C 1.1643 -0.5296 -1.2128  -0.485
C 1.1699 0.2446 0.0695  0.053
C 1.2307 -2.0773 -0.8508  -1.164
C 1.8375 1.6132 -0.1384  -0.784
C -2.1772 -0.6717 0.7426  0.251
H 0.4115 -2.4583 -0.3345  0.323
H 1.3817 -2.6703 -1.7369  0.375
H -2.6523 1.0677 -0.4219  0.289
H -3.9781 -0.2987 -0.2002  0.245
H 0.3096 -0.2353 -1.8732  0.297
H 2.0978 -2.1689 -0.0764  0.267
H 2.6745 1.5999 -0.8703  0.388
H -1.2437 0.6239 2.0410  0.472
H 2.2515 1.8893 0.8445  0.315
H -0.4471 -0.9305 1.9362  0.472
H 1.7816 -0.3014 0.8591  0.387
H 2.1031 -0.4284 -1.8388  0.325

Output
**SMILES**: CC[C@H]1COC(=O)N1CC(N)=S
**Energy relative to the best compared isomer or geometry (same formula, charge and spin)**: 51.91 kcal/mol
**E_tot**: -932.07217 a.u.
**HOMO level**: -8.39 eV
**Kohn-Sham gap**: 8.8 eV

[2]
C3H10N4O | ωB97M-V with the def2-TZVPD basis set

Last column: Mulliken charge in e.
Positions of all 18 atoms, in Å:
O 0.1972 0.9201 1.5191  -0.473
N 1.0053 -1.9814 -1.1175  -0.460
N -2.4007 0.3992 0.5769  -0.745
N 0.0211 0.6710 0.1422  0.054
N 1.1177 -1.9641 1.2120  -0.810
C -1.3436 0.1376 -0.1563  0.043
C 0.5911 -1.6542 0.1210  0.575
C 0.5364 1.7754 -0.6563  -0.985
H -0.0505 2.6859 -0.5040  0.331
H -0.7768 -1.2448 -0.0137  0.156
H 1.5762 1.9560 -0.3803  0.333
H 0.7671 -1.4278 2.0044  0.274
H 0.5020 -1.6150 -1.9083  0.224
H 0.5023 1.5024 -1.7131  0.295
H -0.5764 1.4613 1.7686  0.299
H -2.1701 0.3089 1.5703  0.254
H 1.9958 -2.1560 -1.2231  0.264
H -1.4942 0.2256 -1.2421  0.371

Output
**Energy relative to the best compared isomer or geometry (same formula, charge and spin)**: 147.43 kcal/mol
**E_tot**: -414.37828 a.u.
**HOMO level**: -8.54 eV
**Kohn-Sham gap**: 8.6 eV

[3]
C8H6Cl3GeN4O5PdS | ωB97M-V with the def2-TZVPD basis set

Last column: Mulliken charge in e.
Positions of all 29 atoms, in Å:
Pd 0.1280 -0.8932 0.3372  0.091
Ge 0.1552 -2.6045 -1.4037  0.592
Cl -0.2084 -4.7897 -1.1618  -0.438
Cl -1.6044 -2.1901 -2.8988  -0.521
Cl 1.7647 -2.7163 -2.9879  -0.446
S -0.2697 1.5175 0.8452  -0.505
O 1.7785 -1.2193 1.6530  -0.967
O 3.5927 -1.7438 3.9170  -0.749
O -0.9320 -1.7532 2.4831  -0.767
O -0.8578 -2.6474 5.3206  -0.706
O 1.9387 -2.6512 6.1705  -0.708
N -1.3760 3.9983 -1.9252  -0.847
N -1.1572 3.5769 -0.6464  0.192
N -0.6134 1.9329 -1.8769  0.613
N -0.0904 0.7628 -2.4095  -0.917
C 0.0990 -2.3420 4.6208  -0.051
C 1.5322 -2.3207 5.0666  0.559
C 2.3697 -1.8818 3.9089  -0.104
C -1.0552 2.9273 -4.1317  -1.078
C -0.6793 2.3149 -0.5611  0.312
C 1.4458 -1.6354 2.8174  1.131
C -1.0227 2.9836 -2.6520  0.893
C 0.0757 -1.8951 3.2077  0.803
H -0.8521 0.1395 -2.6975  0.234
H 0.3620 0.2429 -1.6347  0.305
H -1.3254 3.9049 -4.5217  0.346
H -1.7796 2.1868 -4.4725  0.258
H -0.0783 2.6223 -4.5064  0.289
H -1.3403 4.1729 0.1400  0.184

Output
**Multiplicity**: 2
**Energy relative to the best compared isomer or geometry (same formula, charge and spin)**: 1.85 kcal/mol
**E_tot**: -4887.44608 a.u.
**Expectation value of S²**: 0.7542
**Charge**: -2
**HOMO level (alpha / beta)**: -0.93 / -0.88 eV
**Kohn-Sham gap (alpha / beta)**: 5.0 / 4.9 eV

[4]
C3H2N2OS2 | ωB97M-V with the def2-TZVPD basis set

Last column: Mulliken charge in e.
Positions of all 10 atoms, in Å:
S -2.1077 -1.5506 -0.0747  -0.230
S 2.8930 -0.5958 -0.2019  -0.357
O 0.8780 1.0510 0.2924  -0.123
N 0.0284 -0.0928 0.5282  -0.121
N -2.3869 2.1366 -0.3043  -0.330
C 2.1242 0.8422 -0.0113  0.144
C -1.8959 1.1064 -0.0698  0.197
C -1.2693 -0.1716 0.1215  0.282
H 2.5403 1.8615 -0.1628  0.315
H 0.6266 -0.8963 0.4396  0.223

Output
**SMILES**: N#CC(=S)NOC=S
**Energy relative to the best compared isomer or geometry (same formula, charge and spin)**: 60.48 kcal/mol
**E_tot**: -1096.53262 a.u.
**HOMO level**: -9.87 eV
**Kohn-Sham gap**: 8.5 eV

[5]
C20H29N5O3 | ωB97M-V with the def2-TZVPD basis set

Last column: Mulliken charge in e.
Positions of all 57 atoms, in Å:
O 1.1968 -0.5590 2.1906  -0.684
O -5.0130 1.0737 0.9280  -0.640
O 0.3372 -2.0480 0.7240  -0.383
N 2.5162 -1.5050 0.6237  0.282
N 4.0712 -0.3795 -1.2521  0.144
N 1.0201 0.3911 -1.7335  -0.813
N -3.7692 0.3153 -0.8304  -0.041
N 1.4929 1.6380 0.0564  0.734
C 1.3353 -1.3104 1.2488  0.552
C -1.4524 0.2968 -1.3805  -0.559
C -0.1494 0.6668 -1.0806  0.404
C -6.1049 -0.2156 -0.7801  -0.747
C -0.9237 -1.9171 1.3802  -0.049
C -0.8806 1.8811 0.9035  -1.115
C 3.7048 -0.8848 1.1714  -0.745
C 3.3998 0.8951 -1.4625  -1.600
C -2.1723 1.5020 0.6025  -0.747
C 2.1974 2.4466 1.0150  -1.029
C 4.6967 -0.5882 0.0296  -0.801
C -2.4598 0.7181 -0.5252  0.843
C -4.9187 0.4758 -0.1209  0.665
C -6.0337 -1.7254 -0.5505  -0.988
C -1.9599 -2.6723 0.5702  -1.302
C 3.3285 -1.5503 -1.6899  -0.952
C 1.9651 0.9706 -1.0398  0.847
C 2.7317 -2.3628 -0.5163  -0.532
C 2.0324 3.9350 0.7117  -1.351
C 0.1299 1.4591 0.0551  -0.012
H 2.4433 4.1700 -0.2683  0.302
H -1.9673 -2.2966 -0.4490  0.194
H -3.8401 -0.2147 -1.6880  0.213
H -6.8978 -2.2146 -0.9941  0.351
H 5.3046 0.2842 0.2799  0.410
H -7.0143 0.1796 -0.3272  0.337
H -5.1338 -2.1508 -0.9910  0.264
H -0.6759 2.4719 1.7824  0.498
H 0.9807 4.2098 0.7177  0.311
H 3.4210 -3.1645 -0.2208  0.435
H 2.5280 -1.2153 -2.3486  0.413
H -2.9843 1.8006 1.2431  0.569
H 1.7989 2.2100 2.0063  0.462
H 3.9920 1.6728 -0.9775  0.475
H -2.9403 -2.5281 1.0147  0.381
H 3.3909 0.0203 1.6929  0.352
H -0.8381 -2.3236 2.3946  0.398
H -6.0270 -1.9397 0.5156  0.296
H -1.1791 -0.8560 1.4586  0.150
H 2.5528 4.5260 1.4606  0.446
H 1.7809 -2.8045 -0.8055  0.238
H -1.6620 -0.3034 -2.2535  0.395
H 3.4183 1.0782 -2.5438  0.315
H -6.1218 0.0047 -1.8496  0.303
H 3.2572 2.1830 0.9987  0.480
H -1.7266 -3.7337 0.5498  0.469
H 5.3739 -1.4394 -0.0933  0.294
H 4.0105 -2.1957 -2.2567  0.378
H 4.1703 -1.5523 1.9100  0.487

Output
**SMILES**: CCOC(=O)N1CCN(Cc2nc3cc(NC(=O)CC)ccc3n2CC)CC1
**Energy relative to the best compared isomer or geometry (same formula, charge and spin)**: 2.60 kcal/mol
**E_tot**: -1279.07989 a.u.
**HOMO level**: -7.86 eV
**Kohn-Sham gap**: 8.6 eV

[6]
C19H23N3O6S2 | ωB97M-V with the def2-TZVPD basis set

Last column: Mulliken charge in e.
Positions of all 53 atoms, in Å:
S 2.4515 1.1187 -1.6847  -0.288
S -1.9620 -0.7752 0.0416  1.086
O -1.1269 -0.5061 -1.0771  -0.706
O -2.8126 0.1486 0.4887  -0.670
O -0.5454 3.6349 -3.0837  -0.596
O 1.1766 2.1019 -4.1630  -0.233
O -3.1276 -4.9124 0.7960  -0.361
O 3.9303 -0.9864 2.5051  -0.675
N 3.4656 0.3477 0.6861  -0.036
N -2.5207 -2.2602 0.2585  0.345
N 1.3725 1.6991 0.5133  -0.203
C -0.1346 0.0412 3.8790  -1.272
C -1.6233 -3.1424 0.1073  -0.065
C 1.2049 2.1392 -1.7449  1.326
C 2.2297 0.3745 4.4987  -1.628
C -0.8566 -0.5699 1.4698  0.037
C -3.1958 -2.5864 1.4269  -1.044
C -0.7280 2.9961 -0.0016  -0.865
C -2.1585 -4.5987 -0.0582  -0.665
C 2.5729 1.2044 0.1220  0.225
C 0.7435 2.3198 -0.4616  -0.640
C -1.2036 -0.0389 2.7472  -0.719
C 0.5765 -0.5963 1.2698  -0.083
C -0.4734 1.7568 -5.6634  -1.414
C -4.0148 -3.8853 1.1415  -0.755
C 0.4740 2.7813 -3.0098  0.405
C 0.6689 2.5278 -5.1991  -0.148
C 1.1407 0.1416 3.5796  1.022
C 2.9498 -0.5343 1.7028  -0.364
C 1.6497 -0.4725 2.1845  0.676
H 0.3730 3.6154 -5.2463  0.316
H -3.0454 -4.4908 -1.0930  0.227
H -0.6964 1.8192 -6.6125  0.507
H -1.2885 2.2366 0.1031  0.040
H 2.6306 1.4524 4.4310  0.324
H -0.3820 3.6152 0.9784  0.253
H -0.7215 -3.2930 0.9045  0.149
H -4.6989 -3.4869 0.2689  0.283
H 0.8467 -1.0501 0.1914  0.172
H 1.6120 2.4334 -5.7996  0.304
H -4.6805 -4.2160 1.8382  0.465
H 1.6541 0.6340 5.6100  0.195
H -2.2014 -0.0032 2.9968  0.682
H -0.0309 0.6473 -5.6997  0.237
H -2.7189 -2.5757 2.2151  0.824
H -1.0450 3.7104 -0.7274  0.458
H -0.2744 0.3265 4.7622  0.624
H -1.1942 1.7961 -5.0177  0.389
H -3.9356 -1.8137 1.3644  0.485
H 4.3537 0.2387 0.2896  0.266
H -1.4862 -5.6219 -0.3834  0.231
H 3.0047 -0.0971 4.6453  0.613
H -0.8814 -3.0282 -0.8683  0.264

Output
**Energy relative to the best compared isomer or geometry (same formula, charge and spin)**: 396.94 kcal/mol
**E_tot**: -2149.28476 a.u.
**HOMO level**: -8.60 eV
**Kohn-Sham gap**: 7.7 eV